Below is 5 unconnected molecules or ions with the total composition C14H34Cl4N2O5 at a distorted geometry, with properties calculated with ωB97M-V with the def2-TZVPD basis set.

XYZ file:
```
59
Properties=species:S:1:pos:R:3:forces:R:3:mulliken_charge:R:1
C -3.208 -9.009 -4.246 0.3 0.9 0.8 -0.698
O -2.931 -7.672 -4.684 -0.4 0.4 -0.6 -0.360
C -2.070 -6.939 -3.800 0.0 -0.4 0.5 -0.799
C -1.985 -5.430 -4.066 0.3 0.7 -1.0 0.609
C -1.170 -4.606 -3.033 0.1 -1.3 0.8 -1.373
N -3.296 -4.840 -4.286 -0.4 -0.1 0.4 -0.801
H -3.783 -9.610 -4.950 0.5 0.4 -0.6 0.263
H -3.861 -8.996 -3.374 0.1 0.2 0.4 0.290
H -2.249 -9.445 -3.967 -0.1 -0.6 -0.1 0.290
H -2.407 -7.141 -2.784 0.1 0.1 0.3 0.428
H -1.054 -7.311 -3.933 0.2 -0.3 0.3 0.321
H -1.454 -5.354 -5.014 0.5 -0.1 -0.2 0.211
H -1.149 -3.518 -3.091 -0.5 -0.1 -0.7 0.303
H -0.126 -4.917 -2.986 0.2 -0.1 -0.4 0.400
H -1.519 -4.833 -2.026 -0.4 0.0 0.1 0.360
H -3.185 -4.074 -4.935 -0.1 0.2 0.1 0.261
H -3.849 -5.534 -4.768 -0.3 -0.1 -0.1 0.291
C -2.049 4.907 4.360 0.5 -1.2 0.8 -0.661
O -1.436 3.625 4.133 0.6 -0.2 0.4 -0.357
C -0.120 3.712 3.667 2.6 -1.7 -0.6 -0.192
C 0.849 2.398 3.633 -1.4 -0.1 -0.3 -0.069
C 2.294 2.643 3.233 0.4 0.7 -0.1 -1.144
N 0.375 1.316 2.738 -0.1 0.3 0.9 -0.403
H -2.539 4.806 5.328 -1.0 -0.2 -0.4 0.289
H -2.688 5.091 3.496 -0.1 0.6 0.4 0.172
H -1.343 5.686 4.648 0.4 0.2 -1.0 0.349
H -0.097 3.964 2.607 0.0 0.9 -0.1 -0.028
H 0.544 4.294 4.306 -0.5 1.1 -0.1 0.364
H 0.865 1.974 4.637 0.0 0.0 0.1 0.493
H 2.742 1.687 2.963 -0.1 -0.2 0.6 0.289
H 2.874 3.129 4.018 0.1 0.0 0.0 0.500
H 2.463 3.182 2.301 -0.6 0.5 0.3 -0.054
H -0.193 0.773 3.372 -0.6 -0.4 -0.8 0.237
H -0.174 1.714 1.989 -0.4 -0.1 0.0 0.233
C 3.045 3.057 -0.075 0.5 0.0 -0.9 -0.906
C 2.097 3.699 -1.084 0.5 -0.2 -0.2 -0.319
O 0.783 3.689 -0.496 0.1 1.8 -0.1 -0.131
C 0.090 4.869 -0.482 2.2 0.4 -1.7 0.720
O 0.464 5.953 -0.942 -0.9 -2.4 1.4 -0.609
O -1.051 4.545 0.059 -1.0 -0.2 0.2 -0.291
C -1.815 5.622 0.523 -0.4 1.6 0.7 -0.768
H 3.516 3.842 0.518 -0.5 0.0 0.5 0.375
H 3.926 2.628 -0.551 -0.2 -0.4 -0.3 0.408
H 2.539 2.292 0.513 0.2 0.1 0.0 -0.084
H 1.937 3.238 -2.058 0.5 -0.7 0.1 0.355
H 2.530 4.667 -1.336 -0.8 0.4 0.3 0.377
H -1.903 6.449 -0.181 0.0 -0.3 -0.4 0.327
H -1.276 6.048 1.369 -0.3 0.0 0.3 0.306
H -2.814 5.306 0.825 0.3 -0.4 -0.1 0.266
Cl 2.013 -1.861 2.022 0.6 -0.4 0.6 -0.093
C 3.751 -2.098 2.351 0.5 0.3 -0.8 -0.272
Cl 4.433 -0.883 3.470 -0.3 -0.4 -0.2 -0.169
H 4.041 -3.095 2.683 -0.7 0.1 0.4 0.352
H 4.252 -1.970 1.392 -0.1 0.3 0.1 0.181
Cl 2.992 -0.417 -1.071 -1.0 0.0 -0.1 -0.169
C 1.214 -0.220 -0.794 0.1 0.0 1.0 0.342
Cl 0.233 -1.680 -1.181 0.6 0.9 -0.2 -0.116
H 1.072 -0.062 0.275 0.3 -0.2 0.0 -0.360
H 0.858 0.710 -1.237 0.0 -0.5 -0.8 0.264
```
Positions in Å, forces in eV/Å.

Calculated values
Spin multiplicity   1
Molecular weight   452.25 g/mol
Electronic energy   -2880.19017 a.u.
SMILES   COC[C@H](C)N.COC[C@H](C)N.CCOC(=O)OC.ClCCl.ClCCl
E_LUMO   0.0244 Ha
Strongest force on any atom   3.2 eV Å⁻¹
Orbital gap   0.3566 Ha

***

Below is a molecular structure, C10H6CrN4OS5, with properties calculated with ωB97M-V with the def2-TZVPD basis set.

XYZ file:
```
27
Properties=species:S:1:pos:R:3:forces:R:3:mulliken_spin:R:1
Cr 0.390 0.221 0.427 0.1 -0.4 -0.5 1.201
N -2.785 -2.327 -0.162 0.0 0.0 0.0 -0.002
C -2.006 -1.256 0.052 0.1 0.1 0.1 0.004
O -0.947 -1.374 0.682 -0.1 -0.1 -0.1 -0.014
C -2.406 0.098 -0.456 0.0 0.0 0.0 0.000
C -1.442 1.107 0.154 -0.1 0.0 0.2 -0.067
H -2.401 -3.237 0.035 0.0 0.0 0.0 0.000
H -3.571 -2.258 -0.781 0.0 0.0 0.0 0.000
H -3.469 0.267 -0.245 0.0 0.0 0.0 -0.002
H -2.295 0.065 -1.544 0.0 0.0 0.0 0.001
H -1.802 1.440 1.136 0.0 0.0 0.0 0.012
H -1.334 1.997 -0.468 0.0 0.0 0.0 0.002
S 1.161 -6.371 -1.625 -0.1 0.1 0.1 -0.006
C 1.203 -4.767 -1.211 0.4 -0.1 -0.2 -0.002
S 0.758 -3.495 -2.280 -0.2 0.0 -0.1 0.002
C 1.119 -2.146 -1.234 0.0 0.1 0.1 -0.011
C 1.615 -2.468 -0.013 0.0 0.1 0.1 0.000
S 1.980 -1.305 1.227 -0.1 0.0 0.0 -0.075
S 1.807 -4.176 0.285 0.0 -0.1 0.2 0.003
S 0.797 -0.506 -1.707 -0.1 0.0 0.2 -0.048
N 1.296 1.936 0.656 0.0 0.3 0.1 -0.046
C 1.600 3.039 0.857 0.1 0.0 0.0 0.029
C 1.954 4.353 1.099 0.0 0.0 0.0 0.010
C 3.241 4.825 0.737 -0.1 0.0 0.0 -0.001
N 4.286 5.215 0.444 0.0 0.0 0.0 0.005
C 1.012 5.214 1.718 0.1 0.0 -0.1 0.001
N 0.238 5.910 2.217 0.0 0.0 0.0 0.005
```
Positions in Å, forces in eV/Å.

Calculated values
Energy relative to the best compared isomer or geometry (same formula, charge and spin)   0.00 kJ/mol
Spin multiplicity   2
Net charge   -1
Molecular weight   410.52 g/mol
Electronic energy   -3714.42477 a.u.
<S²>   0.806
E_LUMO (alpha / beta)   0.0669 / 0.0802 Ha
Strongest force on any atom   0.6 eV Å⁻¹
Orbital gap (alpha / beta)   0.2500 / 0.2612 Ha

***

Below is a single C2H4N2O2 molecule at a distorted geometry, with properties calculated with ωB97M-V with the def2-TZVPD basis set.

XYZ file:
```
10
Properties=species:S:1:pos:R:3:forces:R:3:mulliken_charge:R:1
N -1.433 -0.931 -0.403 -1.3 -0.4 0.4 -0.477
N -1.497 0.301 0.190 0.3 -0.3 0.3 -0.180
C -0.538 1.102 0.271 0.3 -0.2 -0.6 -0.010
O 0.771 1.001 -0.328 -1.1 0.0 0.8 -0.291
C 1.504 -0.099 -0.156 -0.1 -0.9 0.0 0.233
O 1.208 -1.102 0.458 0.4 1.1 -0.4 -0.566
H -2.213 -1.470 0.000 0.4 0.4 -0.6 0.282
H -0.591 -1.454 -0.218 0.5 0.2 0.1 0.262
H -0.723 2.065 0.712 0.3 0.2 0.0 0.376
H 2.420 0.054 -0.735 0.2 -0.2 0.2 0.370
```
Positions in Å, forces in eV/Å.

Calculated values
Energy relative to the best compared isomer or geometry (same formula, charge and spin)   253.51 kJ/mol
Spin multiplicity   1
Molecular weight   88.07 g/mol
Electronic energy   -338.55664 a.u.
SMILES   N/N=C\OC=O
E_LUMO   0.0336 Ha
Strongest force on any atom   1.4 eV Å⁻¹
Orbital gap   0.3829 Ha

***

Below is 4 unconnected molecules or ions with the total composition C25H45N2O5 at a distorted geometry, with properties calculated with ωB97M-V with the def2-TZVPD basis set.

XYZ file:
```
77
Properties=species:S:1:pos:R:3:forces:R:3:mulliken_charge:R:1
C 1.057 0.964 2.188 -0.9 0.1 1.0 -0.886
C 2.595 1.446 1.960 0.8 -0.9 1.6 1.733
C 2.877 2.815 2.879 -0.2 -1.3 -0.4 -1.371
C 3.545 0.272 2.684 -0.4 -0.6 -1.3 -1.266
C 3.123 1.559 0.427 0.3 0.6 -0.4 -1.312
C 2.011 1.856 -0.727 0.3 0.0 -2.1 1.451
C 1.084 3.200 -0.476 -0.6 -0.2 0.2 -0.496
C 2.887 2.202 -2.113 -0.1 -0.1 0.3 -1.397
C 1.107 0.518 -1.163 -1.6 -3.1 -0.1 -0.121
C 1.569 -0.970 -0.564 -3.9 -0.5 -2.6 -0.263
C 0.677 -2.331 -0.923 -0.8 4.1 -1.2 -0.270
C -0.675 -2.196 -1.885 2.0 2.0 0.9 -0.052
O -1.418 -3.475 -2.102 0.6 3.3 1.2 -0.281
C -2.798 -3.362 -1.601 -1.1 -0.8 -0.2 -0.209
C -2.935 -3.124 0.015 0.4 0.4 0.1 -0.297
O -4.038 -2.132 0.197 1.6 0.8 0.0 -0.421
C -3.505 -0.788 0.465 0.4 0.3 1.6 0.098
C -4.703 0.310 0.249 -0.2 0.4 -0.7 -0.714
C -4.212 1.789 -0.257 0.5 3.9 -1.8 0.711
C -5.046 2.656 -1.420 4.1 1.8 2.4 -0.519
C -4.424 4.167 -1.776 0.6 -3.7 2.8 -0.095
N -3.191 4.603 -1.021 -3.1 -1.2 -2.0 0.026
N -2.439 3.959 -0.084 -3.2 -4.3 0.1 -0.443
C -2.879 2.604 0.342 -1.9 1.0 -2.2 -0.105
C -1.135 -0.746 -2.538 3.5 -0.6 2.7 -0.673
C -0.215 0.594 -2.152 0.9 -3.2 1.6 -0.206
H 0.916 -0.208 2.323 0.5 2.5 -0.5 0.260
H 0.690 1.444 3.217 0.8 -1.0 -2.2 0.392
H 0.280 1.297 1.384 1.6 -0.5 1.2 -0.148
H 2.650 2.490 4.004 0.5 0.9 -2.5 0.317
H 2.168 3.690 2.564 1.7 -1.6 0.7 0.200
H 4.028 3.057 2.779 -2.4 -0.2 0.2 0.299
H 3.623 0.398 3.845 -0.1 -0.3 -2.3 0.316
H 3.021 -0.768 2.421 1.2 2.1 0.8 0.290
H 4.603 0.227 2.138 -2.1 0.3 1.6 0.289
H 3.892 2.471 0.395 -1.7 -1.9 0.0 0.214
H 3.773 0.618 0.084 -1.6 2.0 0.9 0.421
H 1.240 3.651 0.593 -0.2 -0.9 -2.0 -0.051
H -0.054 2.888 -0.564 2.3 0.7 0.2 -0.142
H 1.296 4.062 -1.264 -0.3 -2.0 1.6 0.366
H 3.571 1.283 -2.433 -1.5 2.1 0.7 0.293
H 3.542 3.151 -1.866 -1.2 -1.9 -0.7 0.423
H 2.145 2.456 -2.996 1.5 -0.5 1.8 0.342
H 2.493 -1.142 0.136 -2.0 0.6 -1.6 0.157
H 1.029 -3.362 -0.438 -1.1 2.4 -1.3 0.271
H -3.323 -2.527 -2.247 0.8 -1.5 1.7 0.187
H -3.324 -4.402 -1.840 1.3 2.3 0.3 0.280
H -1.993 -2.661 0.534 -1.4 -1.0 -1.3 0.212
H -3.158 -4.140 0.599 0.1 2.4 -1.4 0.305
H -2.535 -0.509 -0.128 -1.9 -0.7 0.6 -0.011
H -3.205 -0.764 1.619 -0.5 0.1 -2.3 0.256
H -5.433 -0.108 -0.586 1.5 0.9 1.8 0.320
H -5.303 0.474 1.253 1.2 -0.3 -2.1 0.315
H -6.015 2.247 -1.940 2.2 1.0 1.1 0.331
H -4.949 4.873 -2.579 1.6 -1.5 2.1 0.384
H -2.852 5.580 -1.284 -0.3 -1.9 0.7 0.306
H -2.245 2.043 1.177 -1.3 1.7 -2.1 0.346
H -2.080 -0.685 -3.249 2.3 -0.1 1.7 0.282
H -0.542 1.642 -2.586 0.8 -2.4 0.9 0.356
C -1.344 -7.222 -3.178 0.0 0.1 -0.1 -0.284
O -2.161 -6.066 -3.221 0.0 0.4 0.0 -0.476
H -1.982 -8.106 -3.113 0.1 0.2 0.0 0.241
H -0.741 -7.277 -4.087 0.1 -0.2 0.1 0.272
H -0.695 -7.178 -2.300 0.2 -0.3 0.0 -0.048
H -1.567 -5.298 -3.279 -0.4 -0.3 0.1 0.283
C 1.628 -7.007 0.222 -0.1 0.0 -0.2 -0.551
O 0.423 -6.493 0.758 -0.5 0.3 -0.2 -0.488
H 2.305 -7.255 1.044 -0.2 0.1 -0.1 0.257
H 1.415 -7.909 -0.357 0.3 0.0 0.0 0.258
H 2.095 -6.253 -0.416 0.2 -0.1 -0.1 0.227
H -0.157 -6.282 0.007 0.2 -0.1 0.5 0.285
C 4.348 6.197 3.630 0.0 0.1 0.2 -0.584
O 2.987 5.852 3.448 -0.6 0.2 0.2 -0.458
H 4.944 5.714 2.852 -0.2 0.0 0.1 0.216
H 4.463 7.280 3.555 0.3 0.0 0.0 0.297
H 4.684 5.851 4.611 0.3 0.1 -0.1 0.274
H 2.483 6.294 4.153 0.2 -0.3 -0.4 0.280
```
Positions in Å, forces in eV/Å.

Calculated values
Energy relative to the best compared isomer or geometry (same formula, charge and spin)   1902.69 kJ/mol
Spin multiplicity   1
Net charge   +1
Molecular weight   453.64 g/mol
Electronic energy   -1464.23330 a.u.
E_LUMO   -0.1946 Ha
Strongest force on any atom   5.4 eV Å⁻¹
Orbital gap   0.1882 Ha